C3H8N2O2 | ωB97M-V with the def2-TZVPD basis set

- Gap between HOMO and LUMO (spin up / spin down): 3.5 / 3.6 eV
- HOMO (spin up / spin down): 1.571 / 1.571 eV
- LUMO level (spin up / spin down): 0.186 / 0.191 Eh
- Net charge: -2
- Multiplicity: 1
- Electronic energy: -10307.267 eV

Last column: Mulliken charge in e.
Geometry (Å):
C: -0.63 -0.57 0.09  -1.470
C: 1.47 -1.59 -0.69  -1.016
C: 0.86 -0.32 -0.03  0.702
N: 3.34 1.53 -0.37  -0.108
N: 1.53 -0.15 1.22  -0.480
O: 2.59 1.58 -1.34  -0.296
O: 0.89 0.65 2.00  -0.499
H: -0.87 -1.58 0.46  0.276
H: -0.99 0.15 0.86  0.401
H: -1.10 -0.30 -0.75  0.450
H: 1.29 -2.46 0.12  0.239
H: 2.58 -1.56 -0.89  0.298
H: 0.80 -1.94 -1.61  0.242
H: 1.05 0.59 -0.70  0.263
H: -12.84 5.98 1.63  -1.000

---

C3H8N2O2 | ωB97M-V with the def2-TZVPD basis set

- Gap between HOMO and LUMO: 10.6 eV
- SMILES string: [H]/N=C/[C@](N)(O)CO
- HOMO: -9.754 eV
- LUMO level: 0.031 Eh
- Multiplicity: 1
- Electronic energy: -10315.028 eV

Last column: Mulliken charge in e.
Geometry (Å):
H: 2.38 2.00 0.34  0.263
N: 1.89 1.24 -0.13  -0.640
C: 0.74 0.96 0.32  -0.269
C: 0.17 -0.42 0.03  0.773
N: -0.15 -1.08 1.27  -0.599
O: 1.04 -1.16 -0.79  -0.604
C: -1.11 -0.11 -0.77  -0.659
O: -2.00 0.67 -0.04  -0.510
H: 0.16 1.53 1.04  0.410
H: 0.70 -1.25 1.80  0.279
H: -0.59 -1.97 1.07  0.262
H: 1.84 -0.62 -0.91  0.344
H: -1.56 -1.06 -1.10  0.367
H: -0.66 0.53 -1.61  0.264
H: -2.84 0.74 -0.52  0.320

---

C3H8N2O2 | ωB97M-V with the def2-TZVPD basis set

- Gap between HOMO and LUMO: 10.1 eV
- SMILES string: C=N[C@H](N)O.C=O
- HOMO: -9.604 eV
- LUMO level: 0.019 Eh
- Multiplicity: 1
- Electronic energy: -10314.388 eV

Last column: Mulliken charge in e.
Geometry (Å):
C: 1.50 -0.74 0.06  -0.251
N: 0.61 -0.16 -0.61  -0.454
C: -0.71 -0.82 -0.64  0.154
N: -1.19 -1.00 -1.98  -0.677
O: -1.63 0.00 0.00  -0.520
H: 2.49 -0.28 0.14  0.305
H: 1.34 -1.68 0.60  0.229
H: -0.64 -1.81 -0.16  0.393
H: -1.37 -0.08 -2.38  0.266
H: -0.48 -1.45 -2.55  0.236
H: -1.29 0.21 0.89  0.375
C: 0.34 1.96 1.65  -0.109
O: -0.26 1.11 2.24  -0.487
H: 0.23 2.11 0.56  0.260
H: 1.06 2.62 2.17  0.282